Entry 1:
Below is a molecular structure, C58H121N9O6 in a non-equilibrium geometry, with properties calculated with ωB97M-V/def2-TZVPD.

Output
- HOMO energy: -13.7158 eV
- Multiplicity: 1
- Orbital gap: 5.8 eV
- Total charge: +4

Element x y z (Å)
H1 -21.138 -18.383 21.685
H2 -8.374 -7.330 19.063
C1 -17.739 -13.383 19.020
H3 -12.889 -13.905 14.098
H4 -15.513 -17.603 21.408
H5 -13.268 -17.423 16.725
H6 -7.341 -16.788 18.587
O1 -10.377 -13.618 22.058
N1 -12.221 -15.820 24.170
H7 -9.239 -21.022 18.095
N2 -18.476 -11.275 19.062
H8 -16.568 -12.723 23.407
H9 -17.816 -12.057 15.563
H10 -9.164 -11.590 20.130
H11 -13.553 -15.333 22.555
H12 -8.653 -14.643 24.158
H13 -7.942 -9.073 17.174
H14 -16.986 -14.180 12.259
C2 -12.917 -11.034 21.733
C3 -16.575 -20.143 20.003
H15 -10.041 -16.478 18.951
C4 -10.289 -13.293 20.866
C5 -15.389 -18.165 20.481
C6 -13.354 -14.843 14.399
H16 -20.848 -9.936 18.059
H17 -16.044 -18.027 18.120
H18 -14.939 -13.178 12.144
H19 -13.006 -10.600 22.727
H20 -11.534 -13.488 21.998
H21 -18.421 -9.751 17.630
H22 -18.016 -9.267 19.236
H23 -7.549 -18.049 16.768
H24 -10.749 -18.827 14.915
C7 -14.097 -17.977 16.289
C8 -10.879 -10.898 16.493
H25 -10.217 -8.873 21.183
C9 -12.430 -15.990 13.959
H26 -19.907 -11.589 20.632
C10 -14.532 -19.376 20.910
H27 -11.212 -20.388 15.676
C11 -9.705 -12.841 17.084
H28 -13.906 -11.072 19.102
H29 -11.344 -20.547 13.183
H30 -12.119 -13.838 18.634
H31 -12.811 -18.735 25.952
N3 -10.656 -14.399 23.755
C12 -16.329 -10.782 22.406
C13 -17.073 -14.327 13.333
O2 -15.093 -15.107 18.123
H32 -10.704 -10.467 15.508
H33 -14.946 -9.301 21.563
H34 -17.479 -18.909 21.986
C14 -19.394 -14.334 20.681
N4 -16.766 -18.654 20.011
H35 -12.508 -12.162 17.243
H36 -19.113 -13.933 13.979
H37 -13.753 -19.583 20.173
H38 -15.898 -11.934 13.077
C15 -17.797 -18.379 21.092
C16 -16.240 -12.298 22.462
H39 -18.167 -13.704 16.058
H40 -7.425 -8.762 19.555
H41 -9.564 -8.584 17.364
H42 -13.740 -17.180 24.047
O3 -13.313 -19.975 17.372
C17 -15.178 -12.747 13.115
H43 -10.069 -10.446 21.714
H44 -8.792 -13.443 17.078
H45 -13.650 -16.385 25.564
C18 -10.467 -19.867 15.078
H46 -14.280 -12.374 13.599
H47 -17.342 -10.571 22.059
C19 -13.026 -16.878 24.815
C20 -9.293 -13.899 23.685
C21 -10.170 -17.869 17.256
C22 -8.130 -17.533 18.651
H48 -15.053 -12.287 19.337
C23 -8.384 -8.410 19.176
H49 -9.838 -21.464 13.604
H50 -9.830 -19.655 19.200
C24 -11.641 -14.213 22.792
C25 -10.364 -20.512 13.650
H51 -11.285 -10.222 17.238
H52 -8.459 -10.199 15.401
H53 -8.624 -20.691 16.030
H54 -19.970 -18.858 22.827
H55 -8.435 -19.061 15.314
H56 -15.079 -17.500 16.288
C26 -8.775 -9.135 17.877
C27 -20.070 -18.277 21.916
H57 -20.156 -8.419 18.361
C28 -11.826 -12.103 16.396
O4 -15.335 -20.070 16.492
C29 -14.804 -12.599 22.036
C30 -10.837 -9.684 21.564
C31 -19.270 -18.752 20.715
H58 -18.843 -14.660 21.560
H59 -15.247 -15.868 14.488
C32 -15.327 -10.303 21.382
N5 -15.708 -13.913 13.905
H60 -13.943 -19.291 21.827
H61 -15.990 -20.346 22.107
C33 -12.630 -15.118 23.071
H62 -14.864 -17.506 19.795
H63 -17.304 -15.363 13.579
C34 -11.007 -15.425 24.563
H64 -19.220 -19.835 20.610
H65 -15.379 -12.682 15.763
H66 -13.030 -14.237 17.160
O5 -14.108 -14.961 20.120
C35 -14.082 -14.892 18.861
C36 -12.129 -10.072 20.864
H67 -11.050 -9.478 22.617
H68 -11.228 -18.064 17.432
H69 -14.811 -15.495 12.823
H70 -11.385 -17.709 26.010
C37 -15.547 -20.499 21.114
H71 -13.404 -14.757 15.487
C38 -14.758 -15.133 13.848
C39 -9.019 -10.665 18.086
C40 -17.461 -12.108 18.632
H72 -13.396 -12.658 19.935
H73 -11.911 -10.447 19.858
H74 -8.770 -12.923 19.270
H75 -11.411 -15.623 13.853
H76 -7.498 -11.452 16.247
H77 -9.083 -8.659 19.978
H78 -18.272 -12.598 13.318
H79 -19.552 -18.334 19.751
H80 -17.778 -17.313 21.330
C41 -9.026 -12.666 20.302
H81 -12.764 -16.468 13.035
H82 -19.539 -15.162 19.988
H83 -8.104 -11.175 18.388
O6 -11.193 -13.465 19.974
H84 -12.435 -11.939 15.504
H85 -17.328 -17.001 18.857
C42 -9.836 -20.121 18.219
H86 -10.160 -17.494 16.233
H87 -8.958 -13.794 22.656
H88 -12.770 -9.258 20.501
C43 -17.585 -13.104 15.362
H89 -12.217 -15.511 18.183
N6 -9.442 -11.389 16.805
H90 -20.406 -14.072 20.989
C44 -14.149 -11.882 19.788
H91 -12.409 -16.883 14.587
H92 -9.799 -10.886 18.813
H93 -10.859 -20.328 17.894
C45 -18.701 -9.907 18.674
C46 -8.411 -11.245 15.696
H94 -15.794 -10.263 20.397
H95 -17.307 -14.366 18.877
H96 -9.881 -12.944 18.161
N7 -9.315 -19.153 17.216
H97 -16.109 -20.478 19.076
H98 -8.108 -18.041 19.617
H99 -8.128 -12.704 20.919
C47 -16.062 -13.372 15.284
C48 -19.088 -11.965 20.037
C49 -7.929 -18.605 17.628
H100 -9.207 -16.037 17.545
H101 -20.057 -17.184 21.912
H102 -9.724 -19.892 13.015
H103 -14.752 -13.553 21.509
C50 -14.271 -19.467 16.732
H104 -9.187 -12.975 24.249
H105 -8.666 -11.851 14.833
H106 -10.614 -13.290 15.138
H107 -11.709 -18.552 24.584
C51 -9.407 -16.908 18.173
H108 -16.880 -12.744 21.693
C52 -20.135 -9.450 18.724
C53 -16.988 -18.013 18.650
C54 -18.137 -13.452 13.987
N8 -14.282 -11.445 21.219
H109 -14.204 -12.583 22.947
H110 -20.562 -9.335 19.721
H111 -17.759 -18.635 18.200
H112 -16.233 -10.450 23.439
C55 -10.850 -13.255 16.200
H113 -13.834 -17.980 15.222
H114 -12.360 -11.975 21.724
C56 -12.779 -14.574 18.167
C57 -12.226 -18.016 25.385
C58 -9.117 -19.746 15.808
H115 -10.378 -15.875 25.310
H116 -16.054 -14.357 15.765
H117 -11.239 -14.168 16.652
N9 -18.745 -13.247 19.978
H118 -17.413 -20.732 20.370
H119 -16.778 -11.720 17.895
H120 -7.304 -19.479 17.800
H121 -15.199 -21.517 21.272


Entry 2:
Below is 9 unconnected molecules or ions with the total composition C58H123N14O2 in a non-equilibrium geometry, with properties calculated with ωB97M-V/def2-TZVPD.

Output
- HOMO energy: -26.6896 eV
- Multiplicity: 1
- Energy relative to the best compared isomer or geometry (same formula, charge and spin): 835.7 kcal per mole
- Orbital gap: 6.1 eV
- Total charge: +9

Element x y z (Å)
N1 5.885 2.592 -3.117
H1 -2.790 0.152 4.096
H2 -0.856 2.331 1.492
H3 0.128 4.570 1.340
H4 -1.118 0.344 -5.362
C1 -1.840 -0.759 -0.458
C2 -6.619 -4.022 -0.494
C3 1.058 -4.102 1.177
C4 -4.960 -0.147 1.535
H5 -7.374 -2.271 0.584
H6 4.461 1.189 -2.632
H7 -5.348 1.174 3.194
O1 -2.855 -3.113 -0.639
H8 3.082 -2.941 1.214
H9 -4.283 -2.805 -4.529
H10 1.481 -1.700 -1.632
H11 4.965 1.055 -4.284
N2 7.633 3.464 -2.034
C5 2.061 -3.696 -1.434
H12 -2.990 -5.173 -3.359
H13 0.129 1.084 1.230
H14 4.117 -2.242 -4.655
H15 -5.165 -0.004 0.474
H16 -1.908 0.007 6.426
C6 7.646 3.966 -3.316
H17 5.090 2.765 4.124
H18 3.106 -0.923 -4.181
C7 4.128 -2.734 -1.513
H19 -1.323 4.166 -3.606
H20 -1.397 4.124 -1.825
C8 -2.134 -1.027 6.167
H21 -2.881 -4.839 -5.036
C9 -4.860 1.194 2.220
C10 3.608 0.861 2.568
H22 5.100 -2.388 -1.194
C11 -1.351 -1.328 4.804
C12 3.555 0.172 -1.822
H23 -0.142 -3.546 4.093
C13 0.706 -2.042 2.675
C14 0.992 -0.792 5.687
H24 -1.255 5.453 1.660
C15 -2.896 2.921 1.973
H25 0.605 0.844 -1.779
H26 0.448 -2.833 7.078
C16 3.516 4.345 3.747
C17 -0.951 4.513 1.199
N3 3.243 -3.467 -0.749
H27 0.416 4.692 4.999
C18 3.464 2.557 -3.972
H28 -0.871 3.310 -0.661
H29 -0.758 -3.660 6.103
C19 -2.870 1.215 3.870
H30 3.097 0.171 -2.811
H31 1.099 3.905 -1.672
H32 5.726 -3.513 0.713
H33 -3.414 -1.307 2.672
H34 6.194 3.458 -4.989
C20 4.909 -4.184 0.976
N4 -0.230 2.552 -2.825
N5 0.002 -1.900 5.214
C21 -0.198 1.565 -1.628
C22 -0.471 -2.690 6.510
C23 -4.237 -1.719 -0.522
H35 3.695 3.341 -4.693
H36 1.711 6.107 3.218
H37 -1.373 -5.018 -4.122
H38 0.947 -0.109 4.839
H39 0.015 -4.057 0.865
C24 3.421 -3.818 0.663
H40 1.058 -1.011 2.715
H41 -3.658 -2.360 0.127
H42 0.775 1.239 -4.160
C25 6.583 3.399 -3.983
C26 -2.723 0.449 1.612
H43 0.933 5.219 1.916
C27 1.051 3.425 -2.649
H44 -5.979 0.447 -3.727
H45 4.659 0.717 2.820
H46 -2.260 2.904 -2.655
C28 -6.392 -2.688 0.359
C29 1.168 5.192 2.980
H47 -3.181 1.340 -5.164
H48 -5.698 -4.521 -0.796
H49 -0.476 3.938 3.633
H50 -1.790 0.350 -3.707
C30 8.611 3.757 -0.924
H51 -7.042 -4.676 0.268
H52 8.410 3.251 0.020
C31 -3.646 -2.616 -3.665
H53 1.181 -4.223 -1.096
C32 2.201 -3.153 -2.679
H54 -3.213 -1.150 6.069
H55 1.415 -3.091 -3.418
H56 5.152 -5.074 0.395
H57 1.094 -4.750 2.053
H58 -1.170 1.075 -1.691
H59 1.672 -4.591 0.422
H60 1.430 2.445 2.064
H61 -0.673 5.608 4.066
C33 -1.740 -2.503 -5.187
C34 -0.150 1.815 -4.184
H62 -1.050 3.415 2.913
C35 0.875 0.701 0.550
H63 -5.266 2.033 1.654
H64 2.953 0.294 3.229
C36 -3.592 -0.794 1.727
H65 1.974 -1.245 5.824
H66 -2.718 -1.271 -0.063
H67 -3.611 -1.527 -3.673
H68 -5.217 1.592 -2.634
H69 -1.657 -1.698 -2.560
N6 2.243 4.189 3.084
C37 -1.356 3.215 1.887
C38 4.199 3.099 3.613
C39 -0.642 -1.298 0.322
N7 3.408 2.279 2.868
C40 -1.362 3.518 -2.730
H70 -1.652 -4.482 -1.597
H71 -0.349 -2.302 0.016
C41 0.071 4.817 3.973
H72 3.777 5.229 4.309
H73 8.626 4.807 -0.633
H74 -5.805 -2.946 1.240
H75 -1.962 1.752 4.146
N8 -5.593 -1.758 -0.433
H76 -0.748 -3.338 -0.682
C42 2.113 1.144 0.025
H77 9.578 3.348 -1.217
C43 2.266 2.940 2.535
N9 -2.255 -3.143 -3.893
C44 1.563 -2.715 1.639
N10 -3.375 1.492 2.443
H78 -2.334 -2.752 7.596
H79 -0.753 -1.159 1.397
H80 -2.627 0.888 0.619
H81 1.600 -3.094 4.358
H82 0.048 2.142 -0.737
H83 6.241 1.975 -1.116
H84 4.179 1.047 -1.643
N11 3.435 -2.480 -2.694
H85 -2.227 4.313 -0.523
H86 -7.284 -3.785 -1.324
H87 2.683 2.039 0.228
H88 -1.248 -1.503 8.102
H89 -2.932 -0.438 -1.881
H90 -0.726 5.145 -1.004
H91 2.932 3.059 -3.164
H92 2.571 -2.927 1.994
N12 -5.043 -0.280 -2.055
H93 2.790 1.852 -4.459
H94 -4.109 -3.041 -2.774
H95 8.375 4.711 -3.598
H96 -1.935 0.318 -0.315
N13 0.589 -0.539 0.006
C45 0.610 -2.758 4.049
C46 1.494 -0.834 -0.987
H97 -5.869 -0.703 1.761
C47 -6.056 -0.840 -1.358
C48 3.853 -1.619 -3.801
C49 -3.882 -0.779 -1.494
C50 -1.623 -2.018 7.218
H98 -1.850 -2.068 4.177
H99 0.514 -0.343 6.558
H100 -3.270 3.074 0.961
C51 -2.389 -4.626 -4.086
H101 1.792 -2.042 0.812
H102 -0.691 -2.759 -5.335
C52 -1.403 0.970 -4.516
H103 -3.549 1.676 4.588
H104 -1.701 -1.420 -5.068
C53 -5.090 0.626 -3.122
H105 -2.391 -2.766 -6.021
H106 -1.089 -0.465 4.190
H107 4.153 -0.722 -1.643
H108 0.998 4.219 -3.394
H109 3.536 0.667 1.498
O2 -2.396 1.876 -5.028
C54 4.696 1.780 -3.517
H110 -3.278 3.571 2.760
H111 -0.308 -2.860 -3.009
H112 -4.207 0.586 -3.759
H113 1.935 2.796 -2.753
C55 -1.632 -3.430 -1.313
C56 6.528 2.640 -1.917
H114 -7.106 -0.640 -1.514
H115 -2.620 -3.112 0.292
H116 -1.852 -0.884 -1.540
H117 4.778 -1.082 -3.592
H118 -0.339 -1.995 2.369
H119 0.219 2.553 -4.895
H120 -3.488 -1.498 0.902
N14 2.458 0.176 -0.975
H121 2.736 -4.616 0.952
H122 -1.727 0.315 2.034
C57 -1.332 -2.734 -2.660
H123 5.004 -4.545 2.000
C58 -1.144 4.334 -0.407


Number 1: E -3225.01141 Eh, LUMO level -7.87 eV. Number 2: E -3195.14909 Eh, LUMO level -20.61 eV.